124
Properties=species:S:1:pos:R:3:mulliken_charge:R:1 method="wB97M-V/def2-TZVPD" lumo_ev=-5.220 energy_ev=-128445.1851
Tl 0.67 -0.51 0.87 1.97
F -0.30 2.18 0.13 -0.61
F -1.96 -1.10 2.15 -0.58
N 4.03 -0.19 2.11 0.74
O 5.10 -0.19 2.66 -0.63
O 3.72 -1.09 1.29 -0.50
O 3.09 0.53 2.44 -0.24
O -3.43 1.04 -3.41 -0.66
C -3.41 1.33 -2.20 0.53
O -3.36 0.40 -1.15 -0.17
C -3.49 1.13 0.09 0.37
C -4.21 2.43 -0.32 -0.70
C -3.50 2.72 -1.61 -0.12
H -2.53 1.29 0.58 -0.44
H -4.05 0.60 0.86 0.31
H -4.08 3.25 0.38 0.38
H -5.28 2.32 -0.52 0.32
H -2.59 3.23 -1.29 -0.25
H -4.04 3.41 -2.26 0.43
O 2.69 1.14 -0.47 -0.25
C 3.42 2.14 -0.44 0.05
O 3.38 3.07 -1.42 -0.13
C 4.24 4.15 -1.16 -0.51
C 5.26 3.58 -0.22 -0.82
C 4.49 2.56 0.57 -0.05
H 3.51 4.84 -0.75 0.34
H 4.67 4.55 -2.07 0.34
H 5.54 4.29 0.56 0.33
H 6.18 3.13 -0.60 0.31
H 3.95 3.00 1.40 0.08
H 5.07 1.65 0.77 0.22
O 1.12 -3.36 1.77 -0.44
C 0.81 -4.20 2.59 0.28
O 1.60 -4.44 3.65 -0.29
C 1.15 -5.52 4.43 -0.38
C -0.16 -5.99 3.86 -0.68
C -0.39 -5.15 2.57 0.18
H 1.04 -5.28 5.48 0.16
H 1.91 -6.30 4.36 0.37
H -0.97 -5.96 4.60 0.32
H -0.06 -7.03 3.55 0.28
H -1.31 -4.58 2.72 -0.10
H -0.48 -5.76 1.67 0.23
O 1.07 -1.28 3.81 -0.49
C 0.50 -1.54 4.87 0.18
O 1.19 -1.81 5.95 -0.39
C 0.43 -2.18 7.15 -0.48
C -0.97 -1.80 6.67 -0.74
C -0.96 -1.82 5.15 0.62
H 0.58 -1.57 8.04 0.31
H 0.62 -3.19 7.52 0.30
H -1.24 -0.83 7.09 0.25
H -1.70 -2.48 7.10 0.38
H -1.61 -1.08 4.68 -0.29
H -1.33 -2.76 4.75 0.14
O 0.64 -0.09 -2.11 0.26
C 0.83 0.02 -3.30 -0.10
O 0.24 -0.88 -4.16 -0.20
C 0.91 -0.80 -5.37 -0.73
C 1.54 0.58 -5.47 -0.46
C 1.90 0.83 -4.03 0.24
H 0.23 -0.86 -6.22 0.40
H 1.71 -1.54 -5.36 0.30
H 0.81 1.28 -5.89 0.14
H 2.46 0.55 -6.05 0.38
H 1.94 1.90 -3.82 -0.29
H 2.86 0.38 -3.78 0.20
O 1.93 -2.34 -1.14 -0.39
C 2.08 -3.55 -1.26 0.14
O 3.14 -4.14 -0.76 -0.33
C 2.90 -5.50 -0.55 -0.45
C 1.56 -5.82 -1.21 -0.44
C 1.20 -4.55 -1.93 0.42
H 2.77 -5.82 0.48 0.17
H 3.67 -6.08 -1.06 0.39
H 0.85 -6.11 -0.43 -0.05
H 1.69 -6.61 -1.95 0.39
H 0.13 -4.33 -1.94 -0.41
H 1.39 -4.64 -3.00 0.40
O -1.82 -4.94 -0.11 -0.65
S -2.23 -3.58 -0.52 0.65
O -1.28 -2.43 -0.36 0.34
O -2.79 -3.64 -2.05 -0.39
C -2.96 -2.46 -2.75 1.07
C -3.55 -2.69 -4.14 -1.69
C -3.86 -3.18 0.37 -0.76
H -1.98 -2.03 -2.95 -0.14
H -3.55 -1.75 -2.17 -0.02
H -2.98 -3.44 -4.69 0.39
H -3.53 -1.76 -4.70 0.35
H -4.53 -3.15 -4.06 0.41
H -4.58 -4.00 0.32 0.43
H -4.31 -2.22 0.15 0.11
H -3.49 -3.18 1.40 0.19
O -0.11 1.23 3.29 -0.06
S -0.99 1.93 4.20 0.92
O -1.21 1.61 5.63 -0.69
O -0.60 3.52 4.21 -0.41
C 0.07 4.23 3.14 -0.16
C 1.53 3.88 2.96 -0.81
C -2.61 2.02 3.40 -0.75
H -0.14 5.29 3.31 0.41
H -0.42 3.91 2.23 0.02
H 1.73 2.87 2.58 -0.02
H 2.08 3.98 3.89 0.37
H 2.05 4.55 2.28 0.46
H -2.74 2.66 2.53 0.04
H -3.24 2.50 4.15 0.54
H -2.93 0.98 3.26 0.11
O 0.35 3.57 -5.23 -0.64
S 0.79 4.53 -4.18 1.21
O 2.22 4.71 -3.88 -0.59
O -0.01 5.96 -4.46 -0.30
C -1.28 5.96 -5.11 -0.08
C -1.57 7.37 -5.65 -1.25
C 0.03 4.12 -2.56 -0.28
H -2.01 5.82 -4.32 0.17
H -1.36 5.15 -5.83 0.37
H -0.73 7.71 -6.26 0.33
H -1.79 8.07 -4.85 0.30
H -2.46 7.33 -6.27 0.38
H 0.37 3.13 -2.26 -0.07
H -1.04 4.13 -2.77 0.02
H 0.40 4.87 -1.86 0.39

9
Properties=species:S:1:pos:R:3:nbo_charge:R:1 method="wB97M-V/def2-TZVPD" lumo_ev=3.174 total_charge=-1 energy_ev=-88112.8720 relative_energy_kj_mol=160.1
C -0.06 0.73 0.93 -0.09
C -0.57 0.01 2.11 -0.31
C -1.30 0.08 0.98 -0.45
O 2.17 -1.40 -1.42 -0.92
O 1.01 0.13 0.03 -0.77
S 0.83 -0.95 -1.06 1.54
Br -0.08 0.24 -2.77 -0.36
H -0.09 1.77 0.84 0.16
H -1.90 -0.61 0.36 0.20

51
Properties=species:S:1:pos:R:3:nbo_charge:R:1 method="wB97M-V/def2-TZVPD" lumo_ev=0.699 smiles=COC[C@H](C)N.COC[C@H](C)N.COC[C@H](C)N energy_ev=-23588.4491 relative_energy_kj_mol=202.3
C -0.76 -3.66 -1.81 -0.28
O -0.59 -3.41 -3.25 -0.54
C -0.76 -2.01 -3.54 -0.07
C -0.62 -1.68 -5.04 -0.05
C 0.89 -1.93 -5.48 -0.62
N -1.02 -0.32 -5.38 -0.82
H 0.23 -3.76 -1.38 0.18
H -1.09 -4.69 -1.78 0.19
H -1.47 -3.12 -1.19 0.18
H -1.74 -1.72 -3.16 0.16
H -0.02 -1.37 -3.06 0.17
H -1.25 -2.33 -5.63 0.16
H 1.03 -3.01 -5.47 0.22
H 1.67 -1.47 -4.86 0.21
H 0.91 -1.45 -6.46 0.20
H -0.92 -0.19 -6.38 0.36
H -2.00 -0.50 -5.23 0.35
C 1.85 0.23 5.53 -0.25
O 2.27 1.28 4.76 -0.55
C 1.19 1.96 4.07 -0.08
C 1.72 3.15 3.29 -0.08
C 0.64 3.88 2.50 -0.62
N 2.75 2.81 2.34 -0.82
H 1.31 -0.56 5.02 0.17
H 1.36 0.61 6.43 0.16
H 2.74 -0.20 6.00 0.19
H 0.52 1.28 3.55 0.18
H 0.65 2.44 4.88 0.16
H 2.26 3.67 4.08 0.19
H 0.98 4.78 1.99 0.23
H -0.15 4.15 3.20 0.21
H 0.19 3.18 1.79 0.19
H 3.07 1.85 2.44 0.36
H 2.29 2.88 1.45 0.34
C 0.72 -1.43 0.95 -0.26
O 0.25 -0.24 1.41 -0.54
C -0.36 0.54 0.41 -0.08
C -1.79 0.00 0.15 -0.07
C -2.47 0.81 -1.03 -0.63
N -2.47 0.25 1.43 -0.83
H 1.58 -1.53 0.28 0.18
H -0.07 -2.03 0.49 0.15
H 0.80 -2.09 1.82 0.19
H -0.47 1.57 0.76 0.17
H 0.25 0.65 -0.48 0.17
H -1.80 -1.04 -0.16 0.19
H -2.56 1.88 -0.85 0.21
H -3.44 0.35 -1.23 0.22
H -1.93 0.73 -1.97 0.21
H -2.31 1.21 1.71 0.35
H -2.07 -0.37 2.12 0.37

48
Properties=species:S:1:pos:R:3:mulliken_spin:R:1 method="wB97M-V/def2-TZVPD" lumo_ev="-3.886 / -4.818" multiplicity=5 total_charge=+1 energy_ev=-42845.3416 relative_energy_kj_mol=48.6
Os 0.08 -1.07 0.85 2.62
C -4.26 2.51 -0.41 0.00
C -4.51 2.16 0.91 0.00
C -3.64 1.31 1.58 0.00
C -2.51 0.80 0.93 -0.02
C -2.26 1.17 -0.39 0.02
C -3.14 2.02 -1.05 0.00
N -1.62 -0.11 1.59 -0.03
N -1.87 -0.28 2.82 0.11
C -1.03 -1.13 3.48 -0.08
C -1.26 -1.44 4.81 0.00
C -0.39 -2.30 5.47 0.06
C 0.70 -2.83 4.80 -0.02
C 0.94 -2.51 3.47 0.12
C 0.09 -1.66 2.78 0.00
H -4.95 3.16 -0.93 0.00
H -5.38 2.53 1.42 0.00
H -3.83 1.03 2.60 0.00
H -1.39 0.80 -0.89 -0.03
H -2.95 2.29 -2.08 0.00
H -2.13 -1.02 5.31 0.00
H -0.56 -2.54 6.51 0.00
H 1.37 -3.50 5.31 0.00
H 1.81 -2.92 2.96 0.01
N 1.87 -1.48 0.76 0.87
C 3.01 -1.00 0.25 -0.11
C 3.99 -1.87 -0.31 0.19
C 5.12 -1.35 -0.89 -0.09
C 5.34 0.03 -0.91 0.20
C 4.42 0.89 -0.30 -0.09
C 3.28 0.40 0.28 0.21
H 3.80 -2.93 -0.29 0.00
H 5.85 -2.01 -1.33 0.00
H 6.23 0.43 -1.37 0.01
H 4.62 1.96 -0.28 0.00
H 2.56 1.03 0.79 0.02
S 0.35 -0.91 -1.74 0.00
C -0.26 0.08 -2.97 0.01
N -0.05 1.39 -3.12 0.00
C -0.51 1.88 -4.42 0.00
C -1.27 0.66 -4.99 0.00
N -0.98 -0.37 -3.99 0.00
H 0.59 1.90 -2.55 0.00
H 0.35 2.15 -5.05 0.00
H -1.15 2.75 -4.31 0.00
H -0.92 0.37 -5.97 0.00
H -2.35 0.85 -5.04 0.00
H -1.22 -1.34 -4.10 0.00

One value per record, in order, for strongest force on any atom: 4.578, 2.100, 3.129, 1.292 eV Å⁻¹.